Density functional theory data (wB97M-V/def2-TZVPD) for C40H49BrMoN3SSb2Se4Si as an isolated structure at a distorted geometry.

XYZ file:
```
102
Properties=species:S:1:pos:R:3:forces:R:3
Mo -0.03035 -0.93046 -2.60851 -0.0269 -0.5365 -2.1350
Se -0.77495 -5.53896 -3.17461 0.0088 0.2263 -0.1206
Sb -1.20205 -3.80066 -4.74691 -0.0267 -0.1145 0.2113
Se -2.31675 -1.99526 -2.89791 -0.3772 -1.2602 0.1436
Se -2.10365 -0.17496 -4.14231 0.6587 0.8726 0.0784
Se 0.94505 -2.27676 -4.48301 -1.0025 0.4746 1.3798
N 4.02985 -0.00806 -1.89841 -0.5396 0.0672 -0.1480
C 4.19675 -1.30956 -1.52961 -1.0487 -0.3892 0.0055
C 5.39435 -2.01126 -1.16991 0.4301 -0.3844 0.0984
C 5.33415 -3.33956 -1.02281 0.1416 0.2842 -0.0051
C 4.09255 -4.14726 -1.19501 0.1702 -0.1309 -0.0768
C 2.77645 -3.34486 -1.34781 -0.2596 0.1248 -0.0622
C 2.95015 -1.90356 -1.60311 0.9173 0.1259 0.0461
N 2.02825 -0.97526 -1.98521 0.8009 0.9392 -0.0139
C 2.71555 0.15444 -2.20361 0.1755 -0.5621 0.4404
C 2.11115 1.17294 -2.98811 0.4061 1.0421 -0.5657
C 2.64585 2.32814 -3.49081 -0.4994 -0.2538 -0.0529
S 1.56915 3.03244 -4.62411 -0.0993 -0.7641 0.3976
C 0.46815 1.74904 -4.34641 0.2274 0.4810 -0.1310
N 0.86175 0.85454 -3.47501 -0.2115 0.4022 -0.0168
H 4.74725 0.69434 -1.97881 -0.0147 -0.0578 -0.0573
H 6.31685 -1.45966 -1.06991 0.1487 -0.0415 0.0737
H 6.22955 -3.89506 -0.78671 0.1693 -0.0126 0.0459
H 4.25215 -4.88256 -1.98591 0.0143 -0.0387 -0.0234
H 2.11005 -3.80776 -2.08581 0.0580 0.1166 0.0935
H 3.59145 2.77684 -3.26211 0.2047 0.0763 0.0279
H -0.46345 1.71114 -4.88261 -0.0915 -0.0697 0.0379
C 1.51135 2.71284 0.08749 -0.2620 -0.1707 0.0357
C 0.41895 3.78514 -0.02751 -0.1147 -0.1073 0.0183
C 0.80625 4.95314 0.88529 -0.2405 -0.1222 0.0867
C 0.44475 4.28704 -1.47591 -0.2739 -0.0961 0.1918
Si -1.35975 3.10724 0.42039 0.1099 -0.2749 -0.1879
Br -1.28455 0.94954 -0.63701 -0.1722 0.1334 0.0393
C -2.84285 4.01734 -0.46841 0.2106 -0.2120 0.0904
C -4.18705 3.45434 0.01119 0.2675 -0.0814 0.1191
C -2.79255 5.50984 -0.11381 0.2379 -0.1762 0.1077
C -2.82385 3.86924 -1.99601 0.1982 -0.1395 0.1232
C -1.66375 2.59464 2.27619 0.0985 0.0148 -0.2292
C -0.37025 2.05984 2.89669 -0.0697 0.1047 -0.3229
C -2.12695 3.80304 3.09739 -0.0157 0.0588 -0.3125
C -2.70685 1.47624 2.41079 0.0549 0.0423 -0.2714
H 2.47105 3.15074 -0.19241 0.1117 0.1374 -0.0096
H 1.32235 1.87684 -0.58751 -0.0008 0.0114 0.1034
H 1.60325 2.32304 1.09679 0.0350 -0.0983 0.1012
H 1.75645 5.37204 0.55359 0.0994 0.0590 -0.0312
H 0.92755 4.63104 1.91629 0.0206 0.0356 0.1424
H 0.06355 5.74594 0.85789 -0.0712 0.1956 0.0423
H 1.46415 4.54644 -1.76161 0.1584 0.0183 0.0482
H -0.16105 5.17964 -1.59671 -0.1029 0.1073 -0.1124
H 0.08355 3.52214 -2.16091 -0.0324 -0.0546 -0.1239
H -4.32255 3.58654 1.08019 -0.0689 -0.0479 0.1393
H -4.27745 2.39854 -0.23511 -0.0771 -0.1489 0.0257
H -5.00025 3.98304 -0.48331 -0.0610 0.0929 -0.1228
H -2.83295 5.66674 0.96179 -0.0182 0.1110 0.1357
H -3.64595 6.01914 -0.55751 -0.1386 0.0487 -0.0680
H -1.89175 5.98424 -0.49641 0.0871 0.1147 -0.0217
H -2.76365 2.82534 -2.29701 0.0007 -0.1279 -0.0844
H -2.00535 4.41114 -2.45571 0.1227 0.0576 -0.0829
H -3.74815 4.27264 -2.40441 -0.1663 0.1002 -0.0109
H 0.39275 2.82914 2.97579 0.1694 0.0746 0.0168
H 0.01895 1.22704 2.31719 0.0974 -0.0913 -0.0315
H -0.57175 1.69144 3.90099 -0.0889 -0.0049 0.1312
H -1.42915 4.63354 3.01829 0.0820 0.1846 0.0544
H -2.19485 3.52124 4.14749 0.0141 -0.0484 0.1150
H -3.10945 4.14804 2.78669 -0.1195 0.1076 0.0055
H -2.34835 0.54804 1.97049 -0.0049 -0.0864 -0.0464
H -3.65505 1.73224 1.95139 -0.1584 -0.0283 -0.0409
H -2.89115 1.28224 3.46619 0.0166 0.0442 0.1926
C 1.26825 -0.62816 3.97449 0.0048 0.0104 0.0312
C 0.03165 -1.24496 3.90859 0.0526 -0.0320 0.1095
C -0.43675 -1.73486 2.70149 -0.2188 -0.1249 -0.0496
C 0.30765 -1.58236 1.54189 -0.0464 -0.0051 -0.4202
C 1.51415 -0.90056 1.60259 0.1916 0.1711 -0.1628
C 2.00355 -0.44546 2.81599 0.1427 0.0171 0.0361
Sb -0.30575 -2.57876 -0.26371 -0.4062 -0.6785 0.8076
C 0.97805 -4.27036 0.06229 -0.4827 0.0641 -0.1154
C 2.37245 -3.76136 0.08589 -0.0367 0.1593 0.1019
C 3.53655 -4.76866 0.12209 0.0992 -0.1678 0.1198
C 3.09905 -6.19236 0.03549 -0.0850 0.0195 -0.0443
C 1.81435 -6.54336 -0.03271 0.4788 -0.2592 -0.0901
C 0.73035 -5.57416 -0.08071 -0.4046 0.6305 0.2098
C -2.22345 -3.19036 0.47809 0.3798 0.1092 -0.3912
C -3.31335 -2.34856 0.31099 0.0561 0.3360 -0.1001
C -4.55275 -2.70486 0.81639 -0.0183 0.1305 0.0150
C -4.70475 -3.89186 1.51139 0.0146 -0.0232 -0.0214
C -3.61095 -4.72036 1.70369 -0.0322 -0.0690 0.0545
C -2.37325 -4.37806 1.18369 0.1997 -0.0014 -0.0804
H 1.64725 -0.27206 4.92029 0.0454 0.0374 0.0887
H -0.56595 -1.35706 4.80049 -0.0560 -0.0544 0.0945
H -1.38645 -2.24886 2.66659 -0.0898 -0.0228 0.0589
H 2.08845 -0.72046 0.69939 0.0309 -0.0056 0.0242
H 2.96325 0.04814 2.86059 0.0855 0.0839 -0.0253
H 2.50455 -2.96226 0.81669 0.0705 -0.0420 -0.1022
H 4.21435 -4.63486 0.96969 -0.0264 -0.0279 -0.0096
H 3.88585 -6.93166 0.03569 0.0074 -0.2326 0.0308
H 1.53685 -7.58366 -0.09191 0.0413 -0.1715 -0.0051
H -0.26475 -5.95696 -0.26621 -0.0187 0.0837 0.0102
H -3.20025 -1.39896 -0.20851 -0.0736 -0.1572 0.0605
H -5.39385 -2.04536 0.66609 -0.1079 0.0462 0.0105
H -5.67255 -4.17086 1.89959 -0.0689 -0.0270 0.0536
H -3.72085 -5.63736 2.26259 -0.0028 -0.1020 0.0177
H -1.52385 -5.02856 1.33649 0.0053 -0.0489 0.0560
```
Forces are in eV/Å.

Calculated values
Orbital gap (alpha / beta): 5.235 / 5.179 eV
M: 1367.2 g mol⁻¹
Total charge: +1
E_HOMO (alpha / beta): -9.114 / -9.115 eV
E_LUMO (alpha / beta): -3.8793 / -3.9354 eV